26
Properties=species:S:1:pos:R:3 method="wB97M-V/def2-TZVPD" total_charge=+2 e_homo_ev="-16.619 / -16.619" e_above_lowest_kcal_mol=0.0
W 0.44682 -0.29958 -1.71540
O -0.94951 -1.46457 4.71852
C -1.02990 -1.97531 3.47763
O -1.53008 -2.99575 3.12380
C -0.21271 -1.16439 2.44748
C 0.92894 -0.42676 2.59388
N 1.41827 -0.06844 1.42969
N 0.59847 -0.43414 0.43433
C -0.40777 -1.09427 1.06206
C -1.48722 -1.48160 0.11766
O -2.65292 -1.68463 0.27987
O -0.95878 -1.53123 -1.20264
H -0.80766 -0.53659 4.91627
H 1.50646 -0.31018 3.49559
H 2.36648 0.15564 1.05736
S -0.51099 0.26916 -3.85359
S -0.14747 -0.95170 -5.50247
S 1.18945 -2.31481 -5.28303
S 2.09445 -1.35306 -2.36202
Cl -0.15056 3.84522 -3.03630
C -0.52666 3.22137 -1.44692
Cl -1.67135 1.77227 -1.74062
C 0.77604 2.54128 -0.85839
O 1.36421 2.98780 0.05855
O 1.25274 1.39491 -1.48721
H -0.89874 3.89938 -0.72411